Entry 1:
Formula: C4H6N2
Source: the Open Molecules 2025 dataset
Level of theory: the ωB97M-V functional and the def2-TZVPD basis

```
! RIJCOSX wB97M-V def2-TZVPD def2/J DEFGRID3
* xyz 0 1
C -1.774 -0.269 0.073
C -0.238 -0.180 0.132
C 0.909 -0.923 -0.226
N 1.939 -0.035 -0.231
N 1.596 1.206 0.106
C 0.301 1.111 0.339
H -2.126 0.526 -0.606
H -2.173 -1.205 -0.319
H -2.311 -0.068 1.017
H 1.230 -1.945 -0.452
H 2.903 -0.206 -0.477
H -0.256 1.988 0.643
*
```

Summary:
energy above the lowest of the compared OMol25 structures with the same formula, charge and spin	95.1	kJ/mol
strongest force on any atom	0.0196	Eh/bohr
gap between HOMO and LUMO	0.3702	Eh

***

Entry 2:
Formula: C4H6N2
Source: the Open Molecules 2025 dataset
Level of theory: the ωB97M-V functional and the def2-TZVPD basis

```
! RIJCOSX wB97M-V def2-TZVPD def2/J DEFGRID3
* xyz 0 1
C -1.316 0.897 -0.012
C -0.416 -0.287 0.182
N 0.231 -0.957 -0.789
C 1.076 -0.634 0.308
C 2.138 0.298 -0.117
N 2.927 1.069 -0.483
H -1.073 1.463 -0.919
H -2.343 0.525 -0.108
H -1.258 1.561 0.850
H -0.653 -1.120 1.327
H 0.089 -1.556 -1.589
H 0.599 -1.258 1.348
*
```

Summary:
energy above the lowest of the compared OMol25 structures with the same formula, charge and spin	535.9	kJ/mol
strongest force on any atom	0.0783	Eh/bohr
gap between HOMO and LUMO	0.3827	Eh

***

Entry 3:
Formula: C4H6N2
Source: the Open Molecules 2025 dataset
Level of theory: the ωB97M-V functional and the def2-TZVPD basis

```
! RIJCOSX wB97M-V def2-TZVPD def2/J DEFGRID3
* xyz 0 1
N -2.530 -0.534 -1.421
C -1.849 0.152 -0.788
C -0.901 0.899 0.038
C 0.125 -0.101 0.541
C 1.078 -0.777 -0.382
N 1.494 0.320 0.586
H -0.399 1.675 -0.551
H -1.436 1.404 0.852
H -0.225 -0.706 1.379
H 1.198 -0.495 -1.435
H 1.316 -1.846 -0.276
H 1.926 0.039 1.468
*
```

Summary:
energy above the lowest of the compared OMol25 structures with the same formula, charge and spin	167.4	kJ/mol
strongest force on any atom	0.0217	Eh/bohr
gap between HOMO and LUMO	0.4088	Eh

***

Entry 4:
Formula: C4H6N2
Source: the Open Molecules 2025 dataset
Level of theory: the ωB97M-V functional and the def2-TZVPD basis

```
! RIJCOSX wB97M-V def2-TZVPD def2/J DEFGRID3
* xyz 0 1
C -1.760 -0.267 -0.072
C -0.367 0.262 0.012
C 0.681 -0.739 -0.054
C 1.815 -0.055 0.066
N 2.848 0.577 0.144
N -0.008 1.487 0.147
H -2.482 0.531 0.101
H -1.920 -0.701 -1.064
H -1.908 -1.059 0.669
H 0.578 -1.811 -0.129
H 3.331 -0.336 -0.003
H -0.808 2.111 0.185
*
```

Summary:
energy above the lowest of the compared OMol25 structures with the same formula, charge and spin	321.7	kJ/mol
strongest force on any atom	0.0302	Eh/bohr
gap between HOMO and LUMO	0.3241	Eh